No. 1
The following is a DFT calculation (wB97M-V/def2-TZVPD) of a 4-piece molecular cluster, C21H36ClN6O5P2 overall.

Its spin multiplicity is 1. As for the net charge: +1.

The geometry in XYZ format:
```
71
Properties=species:S:1:pos:R:3:forces:R:3:lowdin_charge:R:1
C 1.9808 4.0236 -3.1427 0.41 -0.02 -0.38 -0.08
C 2.2412 3.1553 -4.3808 0.14 0.37 0.10 -0.27
C 1.1340 3.2669 -5.4051 0.17 -0.22 0.16 -0.65
Cl 1.5464 2.4187 -6.8979 0.07 0.03 -0.04 0.73
N -0.1537 2.6508 -4.9302 -0.04 0.18 0.05 -0.08
N 0.0271 1.6007 -4.1706 0.08 -0.11 -0.10 0.21
C -1.0171 0.8886 -3.7845 0.07 0.01 -0.07 -0.21
C -0.6874 -0.3035 -2.9381 0.01 -0.31 -0.10 -0.08
C -0.7362 0.0525 -1.4552 -0.37 -0.01 0.38 -0.22
O -1.7509 -0.0202 -0.8077 0.35 0.08 -0.28 0.05
C -2.3233 1.2443 -4.1610 0.01 -0.22 0.21 -0.18
P -3.8429 0.2439 -3.6888 0.00 0.07 -0.21 0.89
O -4.9327 1.4667 -3.8388 0.23 -0.05 0.28 -0.27
O -3.8915 -0.3668 -5.2027 -0.22 0.10 0.08 -0.25
C -2.4667 2.3670 -4.9346 -0.11 -0.02 -0.04 0.00
C -1.3518 3.0934 -5.3344 0.06 0.14 0.00 -0.15
P -1.5455 4.5967 -6.4109 -0.10 0.22 -0.35 0.48
N -0.9169 4.4286 -7.7788 0.07 0.20 0.54 -0.11
O -1.0589 5.8034 -5.4703 0.06 -0.25 0.09 -0.12
O -3.1339 4.7040 -6.4353 0.19 -0.08 0.14 -0.11
H 2.1440 5.0695 -3.4142 -0.24 0.03 0.10 0.08
H 2.7276 3.7837 -2.3880 -0.20 -0.06 0.15 0.07
H 0.9825 3.9000 -2.7219 0.03 -0.08 0.10 0.06
H 3.1231 3.5592 -4.8833 -0.01 -0.11 -0.04 0.12
H 2.4667 2.1186 -4.1477 -0.17 -0.02 0.05 0.11
H 0.9394 4.3176 -5.6068 -0.13 -0.11 -0.24 0.09
H 0.3138 -0.6500 -3.1942 0.01 0.08 0.01 0.13
H -1.3914 -1.1154 -3.1281 -0.05 0.09 0.06 0.12
H 0.2109 0.3957 -1.0129 0.04 0.00 -0.01 0.09
H -5.3730 1.5990 -2.9881 -0.16 0.02 -0.13 0.06
H -4.6931 -0.8861 -5.3558 0.13 -0.15 -0.04 0.07
H -3.4471 2.6814 -5.2587 -0.03 0.02 -0.01 0.11
H -0.2131 5.0974 -8.0616 -0.04 -0.15 -0.32 0.03
H -1.0497 5.6364 -4.5196 -0.03 0.14 0.05 0.09
H -3.5121 5.1282 -5.6548 -0.14 0.09 -0.08 0.10
C 2.5030 -0.2451 2.9483 0.07 0.03 0.11 -0.11
C 2.2924 1.2464 3.1735 0.05 -0.13 -0.03 -0.25
C 1.3259 1.8365 2.1379 0.02 0.00 0.12 -0.18
C 1.8413 1.6737 0.7792 0.01 0.10 0.14 -0.23
N 2.2842 1.5449 -0.2715 -0.08 0.01 -0.26 0.15
H 2.9536 -0.4414 1.9748 -0.02 -0.01 -0.01 0.07
H 3.1643 -0.6649 3.7057 0.00 0.01 0.01 0.08
H 1.5582 -0.7864 2.9915 0.00 -0.03 -0.02 0.04
H 3.2440 1.7783 3.1275 -0.01 0.03 -0.02 0.11
H 1.8775 1.4240 4.1665 -0.04 0.04 -0.02 0.11
H 1.1522 2.8997 2.3090 0.00 0.00 0.00 0.12
H 0.3613 1.3271 2.1966 -0.01 0.02 -0.03 0.12
C -1.6579 -4.1558 4.5819 -0.01 0.03 0.09 -0.10
C -1.9193 -2.6873 4.2757 0.03 -0.10 0.04 -0.25
C -1.8724 -2.3779 2.7738 -0.02 0.03 0.09 -0.19
C -0.5572 -2.6845 2.2108 -0.14 0.02 0.05 -0.24
N 0.4920 -2.9302 1.8172 0.14 0.01 -0.13 0.16
H -0.6622 -4.4583 4.2536 -0.01 0.00 -0.04 0.06
H -1.7241 -4.3424 5.6533 0.00 -0.03 -0.01 0.06
H -2.3868 -4.7971 4.0834 0.00 -0.01 -0.01 0.08
H -1.1855 -2.0630 4.7905 -0.01 0.02 0.00 0.11
H -2.9008 -2.3996 4.6549 -0.01 0.04 -0.05 0.11
H -2.0845 -1.3242 2.5847 -0.02 -0.01 -0.04 0.11
H -2.6198 -2.9668 2.2391 0.00 0.00 -0.01 0.12
C 2.7228 -6.2017 6.3597 -0.01 0.01 -0.03 -0.10
C 2.3105 -4.7855 5.9797 0.02 -0.10 0.01 -0.26
C 1.7534 -3.9901 7.1669 0.05 -0.03 -0.07 -0.19
C 0.5592 -4.6161 7.7353 0.12 0.09 -0.08 -0.24
N -0.3836 -5.1159 8.1543 -0.18 -0.08 0.05 0.15
H 1.8688 -6.7801 6.7143 0.00 0.01 0.02 0.07
H 3.1424 -6.7227 5.4999 0.01 0.00 0.00 0.07
H 3.4771 -6.1938 7.1485 0.00 0.00 0.01 0.08
H 1.5616 -4.8182 5.1864 0.00 0.03 -0.01 0.09
H 3.1697 -4.2430 5.5817 -0.02 0.05 0.01 0.11
H 1.4878 -2.9765 6.8624 0.01 0.02 0.03 0.11
H 2.5025 -3.9119 7.9570 0.00 0.02 0.01 0.12
```
Positions in Å, forces in eV/Å.


No. 2
The following is a DFT calculation (wB97M-V/def2-TZVPD) of C36H31BrMoN2O5S as an isolated structure.

Its spin multiplicity is 3. As for the net charge: +2.

The geometry in XYZ format:
```
77
Properties=species:S:1:pos:R:3:forces:R:3:lowdin_charge:R:1
Mo 0.9095 0.6224 0.5742 0.03 0.17 0.31 1.86
O 0.8943 1.8291 2.6020 0.30 0.22 0.13 -0.09
C 0.2195 3.0552 2.8608 -0.10 0.08 -0.18 -0.19
C 0.5541 3.7809 3.9838 0.07 -0.09 -0.03 0.00
C -0.1062 4.9750 4.2477 0.00 0.03 0.02 -0.04
C -1.0824 5.4474 3.3872 0.03 -0.02 0.00 -0.05
C -1.3959 4.7232 2.2454 -0.03 -0.05 0.13 -0.01
C -0.7663 3.5197 1.9749 0.24 -0.36 0.30 -0.11
C -1.0595 2.7143 0.7402 -0.11 -0.12 0.56 -0.34
O 0.1882 2.2957 0.2905 -0.27 -0.34 -1.58 -0.28
N -1.8865 1.5180 0.9497 -0.01 0.01 -0.46 0.03
N -1.1611 0.4328 1.4344 0.06 -0.20 0.36 -0.08
C -1.8388 -0.4131 2.1198 -0.03 -0.11 0.00 -0.16
C -1.3854 -1.6008 2.8202 -0.05 0.14 -0.07 -0.63
Br 0.3126 -1.5386 3.6557 0.00 0.03 0.05 0.84
C -2.1976 -2.6385 3.0771 0.07 -0.10 -0.03 -0.07
C -3.5279 -2.8702 2.5266 0.01 0.07 0.04 -0.22
C -4.4109 -3.6567 3.2744 -0.05 0.07 0.04 -0.02
C -5.7179 -3.8343 2.8597 0.01 0.01 -0.03 -0.05
C -6.1603 -3.2365 1.6855 -0.01 -0.03 0.02 -0.05
C -5.2789 -2.5057 0.9019 0.03 0.01 0.00 -0.06
C -3.9654 -2.3352 1.3094 -0.02 -0.10 -0.08 -0.05
H 1.5130 1.6543 3.3234 -0.08 -0.02 0.06 0.12
H 1.3358 3.4312 4.6488 -0.02 0.00 0.03 0.13
H 0.1612 5.5418 5.1287 -0.01 -0.01 0.01 0.12
H -1.5887 6.3787 3.5963 0.01 0.02 -0.01 0.12
H -2.1420 5.0952 1.5537 0.00 0.00 -0.02 0.13
H -1.5620 3.2823 -0.0459 0.12 0.25 0.13 0.16
H -2.7114 1.6964 1.5137 0.01 0.11 -0.05 0.15
H -2.9077 -0.2244 2.2323 0.01 0.02 0.01 0.14
H -1.8472 -3.3759 3.7915 0.03 -0.03 -0.06 0.12
H -4.0715 -4.1058 4.1993 0.01 -0.01 0.00 0.12
H -6.3919 -4.4420 3.4472 -0.02 0.03 0.02 0.12
H -7.1867 -3.3623 1.3687 0.00 -0.03 -0.01 0.12
H -5.6119 -2.0838 -0.0369 0.00 -0.02 -0.01 0.11
H -3.2636 -1.8515 0.6408 -0.01 0.07 0.03 0.10
C 3.5790 -2.6497 1.4550 0.11 0.04 0.01 0.03
C 3.3101 -1.2652 0.9717 -0.27 0.23 -0.05 -0.30
O 2.1560 -0.7989 1.2590 0.12 -0.43 0.77 -0.25
C 4.2299 -0.4931 0.2262 0.22 -0.04 -0.04 -0.10
C 5.5867 -0.9049 0.0980 -0.09 0.04 0.05 0.00
C 6.4863 -0.1507 -0.5938 -0.02 0.03 0.00 -0.05
C 6.0544 1.0425 -1.2053 0.10 -0.02 -0.02 -0.02
C 4.7528 1.4640 -1.1238 -0.14 -0.09 0.07 0.01
C 3.8084 0.7089 -0.4047 0.20 0.03 -0.17 -0.29
O 2.5635 1.1312 -0.4083 -0.19 0.15 0.20 -0.23
H 2.6336 -3.1575 1.6269 -0.01 0.01 0.02 0.09
H 4.1185 -2.6069 2.4053 0.01 0.01 0.00 0.12
H 4.1870 -3.2087 0.7480 0.00 -0.02 0.02 0.10
H 5.9103 -1.8117 0.5899 0.00 -0.02 -0.02 0.12
H 7.5192 -0.4564 -0.6706 0.01 -0.01 0.00 0.12
H 6.7687 1.6423 -1.7549 0.00 0.00 0.00 0.12
H 4.4202 2.3771 -1.5981 -0.01 0.01 0.01 0.13
O 0.4563 -0.6853 -0.8390 -0.41 0.55 0.14 -0.63
S 1.1438 -0.6322 -2.2479 0.30 -0.22 -0.73 1.16
C 0.1963 -1.8369 -3.1473 -0.06 -0.10 0.15 -0.37
C -0.7119 -2.6501 -2.4899 -0.03 0.02 -0.05 -0.06
C -1.3902 -3.6090 -3.2318 0.01 0.00 0.03 -0.05
C -1.1449 -3.7453 -4.5889 0.00 0.00 -0.01 -0.04
C -0.2207 -2.9245 -5.2245 0.01 0.00 -0.01 -0.04
C 0.4656 -1.9630 -4.5036 0.00 0.02 -0.01 -0.07
C 0.6013 0.8791 -2.9692 -0.13 0.16 0.12 -0.41
C -0.6572 1.3859 -2.6609 -0.04 -0.12 -0.21 -0.07
C -1.0271 2.5989 -3.2116 0.01 0.01 -0.03 -0.05
C -0.1522 3.2799 -4.0546 -0.01 -0.02 0.01 -0.03
C 1.0931 2.7516 -4.3596 0.00 -0.02 -0.02 -0.04
C 1.4863 1.5411 -3.8055 0.04 0.05 0.07 -0.07
H -0.8877 -2.5362 -1.4301 -0.01 -0.02 0.01 0.10
H -2.1081 -4.2530 -2.7426 0.00 0.00 0.01 0.12
H -1.6724 -4.4984 -5.1579 -0.01 0.00 0.00 0.12
H -0.0328 -3.0344 -6.2835 0.01 0.00 0.00 0.12
H 1.1867 -1.3215 -4.9957 0.00 0.00 0.00 0.12
H -1.3416 0.8265 -2.0339 0.02 0.04 0.05 0.12
H -2.0069 3.0079 -3.0039 0.00 0.01 0.00 0.12
H -0.4495 4.2282 -4.4812 -0.01 0.00 -0.01 0.12
H 1.7623 3.2829 -5.0218 0.01 0.00 0.00 0.12
H 2.4642 1.1268 -4.0182 0.02 0.01 0.03 0.12
```
Positions in Å, forces in eV/Å.


No. 3
The following is a DFT calculation (wB97M-V/def2-TZVPD) of an isolated molecule of C2H4NP.

Its spin multiplicity is 1. As for the net charge: 0. Its relative energy (zero: lowest compared OMol25 entry of this formula, charge and spin) is 51.7 kcal per mole.

The geometry in XYZ format:
```
8
Properties=species:S:1:pos:R:3:forces:R:3:lowdin_charge:R:1
C -0.5634 -0.1493 1.2351 2.59 1.97 -3.40 0.00
C 0.5273 -0.0587 -0.2757 -2.15 0.18 3.11 -0.61
P 1.0566 -0.5987 -1.8926 -1.55 0.72 -1.09 0.76
N 1.1735 0.8603 -0.8098 0.19 -0.11 1.01 -0.19
H 0.0724 0.1475 2.0769 0.22 -1.49 0.05 0.03
H -1.1254 -1.1090 1.1377 0.42 1.32 0.51 0.06
H -0.9929 0.8807 1.1213 -0.91 -1.44 -0.48 0.05
H -0.1482 0.0272 -2.5929 1.18 -1.14 0.28 -0.10
```
Positions in Å, forces in eV/Å.


No. 4
The following is a DFT calculation (wB97M-V/def2-TZVPD) of C30H33BF3N5O6S5SeW as an isolated structure.

Its spin multiplicity is 1. As for the net charge: +2. Its relative energy (zero: lowest compared OMol25 entry of this formula, charge and spin) is 13.3 kcal per mole.

The geometry in XYZ format:
```
85
Properties=species:S:1:pos:R:3:forces:R:3:lowdin_charge:R:1
W 0.0740 -0.1322 -0.5325 0.02 0.28 -0.09 1.47
F -1.9201 -4.4861 1.8856 -0.03 0.00 -0.02 0.14
C -2.8883 -4.2066 0.9921 0.00 0.00 0.00 -0.60
F -2.5683 -4.8303 -0.1510 0.00 0.00 0.02 0.15
F -4.0286 -4.7191 1.4448 0.02 0.01 -0.01 0.18
C -2.9920 -2.7168 0.7828 -0.02 -0.03 0.02 -0.09
C -4.1526 -2.0189 1.0320 0.02 0.03 -0.01 0.06
C -4.1960 -0.6349 0.8261 -0.01 -0.04 0.01 0.01
C -3.0651 0.0085 0.3957 0.04 0.02 -0.02 -0.11
N -1.9286 -0.6788 0.1663 -0.12 -0.09 0.07 -0.25
C -1.8793 -2.0127 0.3199 0.10 0.03 0.01 -0.68
S -0.3294 -2.5770 -0.1790 0.10 -0.07 0.07 0.83
H -5.0317 -2.5479 1.3755 0.00 0.00 0.00 0.14
H -5.1071 -0.0782 0.9869 0.00 0.00 0.00 0.13
H -3.0427 1.0697 0.1855 0.01 0.00 0.01 0.13
O 0.3498 -0.3834 1.6053 -0.10 0.15 -0.03 -0.74
S -0.1254 -1.3599 2.7212 -0.09 0.07 0.06 1.08
C 0.0074 -0.3013 4.1894 0.07 -0.08 -0.07 -0.28
C 1.2255 0.6295 4.2287 -0.01 0.08 0.10 -0.19
C 0.9827 2.1027 3.8703 0.00 -0.06 0.01 -0.20
C 0.8053 2.4031 2.3857 0.03 -0.03 0.03 -0.26
S -0.8522 1.9200 1.8390 0.01 0.10 0.06 1.11
O -0.6097 1.5850 0.3222 -0.11 -0.07 -0.08 -0.80
C -1.6891 3.4611 1.7292 0.02 -0.01 -0.05 -0.40
C -1.3307 4.4078 0.7715 -0.01 0.01 0.04 -0.06
C -2.0099 5.6118 0.7577 0.02 -0.02 -0.01 -0.03
C -3.0138 5.8607 1.6908 -0.01 0.00 0.01 -0.03
C -3.3594 4.9071 2.6355 0.00 -0.02 0.01 -0.04
C -2.7014 3.6843 2.6537 -0.03 0.00 0.00 -0.07
C 1.2104 -2.4836 2.9579 0.02 0.04 -0.04 -0.41
C 0.9089 -3.6636 3.6274 0.03 -0.02 0.01 -0.08
C 1.9293 -4.5765 3.8385 -0.02 0.00 0.01 -0.04
C 3.2062 -4.3149 3.3564 0.00 0.00 0.00 -0.03
C 3.4767 -3.1427 2.6631 -0.02 0.02 -0.01 -0.03
C 2.4747 -2.2056 2.4624 0.04 -0.06 0.01 -0.07
H 0.0336 -1.0421 4.9923 0.01 0.03 0.02 0.11
H -0.9429 0.2276 4.2708 0.00 0.01 -0.03 0.09
H 2.0290 0.2266 3.6089 0.01 0.01 0.01 0.11
H 1.6030 0.6104 5.2515 -0.01 -0.02 0.00 0.13
H 1.8565 2.6696 4.1955 0.00 0.00 0.00 0.13
H 0.1440 2.5098 4.4444 -0.01 -0.03 0.02 0.12
H 1.4977 1.8239 1.7735 -0.06 0.02 -0.03 0.09
H 0.9005 3.4631 2.1560 0.06 -0.01 0.03 0.11
H -0.5565 4.1932 0.0451 0.00 0.00 0.00 0.10
H -1.7606 6.3611 0.0191 0.00 0.00 0.00 0.12
H -3.5358 6.8078 1.6727 0.00 0.00 0.00 0.12
H -4.1460 5.1063 3.3497 0.00 0.00 0.00 0.12
H -2.9750 2.9218 3.3734 0.01 0.00 0.00 0.11
H -0.0990 -3.8756 3.9643 0.00 0.01 0.00 0.12
H 1.7223 -5.5005 4.3605 0.00 0.00 0.00 0.12
H 3.9933 -5.0409 3.5085 0.00 0.00 0.00 0.12
H 4.4641 -2.9579 2.2632 0.01 -0.01 0.01 0.12
H 2.6668 -1.3032 1.9003 -0.02 0.01 -0.01 0.09
C 3.2280 3.1468 -2.1828 -0.02 0.01 0.01 -0.01
N 2.5539 2.5282 -3.3147 0.03 -0.05 -0.02 -0.12
C 3.0728 2.4574 -4.5765 -0.03 0.06 -0.03 -0.01
C 2.1431 1.8379 -5.3486 0.02 -0.05 0.02 -0.01
N 1.0712 1.5264 -4.5577 -0.01 0.03 -0.03 0.02
B -0.2676 0.8977 -5.0670 0.02 0.01 -0.02 -0.39
N -0.1964 -0.6541 -4.8244 -0.03 0.01 0.00 0.02
C 0.3017 -1.5483 -5.7289 0.02 0.00 0.01 -0.01
C 0.0885 -2.7998 -5.2487 -0.02 -0.02 -0.01 0.00
N -0.5506 -2.6605 -4.0475 0.00 0.02 0.00 -0.09
C -1.0520 -3.7889 -3.2721 0.00 -0.01 0.02 -0.02
C -0.7001 -1.3399 -3.7958 0.03 0.01 -0.01 -0.61
S -1.5432 -0.6819 -2.4303 -0.02 -0.04 0.01 0.80
C 1.3382 1.9427 -3.3175 -0.02 0.02 0.03 -0.62
S 0.2609 2.0016 -1.9603 0.05 -0.05 -0.01 0.79
H 4.2908 2.9361 -2.2562 0.00 0.00 0.00 0.10
H 2.8395 2.7203 -1.2634 0.00 -0.01 0.00 0.06
H 3.0564 4.2220 -2.1897 0.01 0.00 -0.01 0.11
H 4.0418 2.8570 -4.8173 0.00 0.00 0.00 0.14
H 2.1508 1.6112 -6.3995 0.00 -0.01 0.00 0.13
H -1.1821 1.3503 -4.4438 -0.01 0.00 0.00 0.06
H -0.3189 1.0701 -6.2520 -0.01 0.00 0.01 0.09
H 0.7383 -1.2282 -6.6578 0.00 0.01 0.00 0.14
H 0.3066 -3.7667 -5.6667 0.00 0.00 0.00 0.14
H -1.4820 -4.5137 -3.9589 0.00 0.00 0.00 0.11
H -1.8197 -3.4387 -2.5904 0.00 0.00 0.00 0.05
H -0.2445 -4.2503 -2.7085 0.00 0.00 0.00 0.09
O 1.9653 0.2462 -0.0720 -0.04 -0.33 -0.05 -0.56
Se 2.8202 -0.6879 -1.2863 0.08 0.01 0.18 0.94
O 3.4096 -1.9903 -0.6041 -0.01 -0.03 0.02 -0.34
O 1.2470 -1.0040 -1.9194 -0.04 0.09 -0.19 -0.65
O 3.7082 0.2199 -2.2275 -0.01 0.03 -0.05 -0.33
```
Positions in Å, forces in eV/Å.


So what do the calculations give for electronic energy? Going down the list: -72633.6562; -133772.0581; -12914.2891; -181545.3199 eV.
So what do the calculations give for F_max? Going down the list: 0.0113; 0.0319; 0.0915; 0.0066 hartree/bohr.